1.
14
Properties=species:S:1:pos:R:3:mulliken_charge:R:1 method="wB97M-V/def2-TZVPD" smiles=C[C@@H]1CP1C e_above_lowest_kj_mol=4.4 total_charge=0 gap_ev=9.974
C 0.02 0.05 1.32 -0.86
C 0.66 0.34 -0.05 0.35
C 1.99 -0.29 -0.26 -1.35
C -2.17 0.01 -0.73 -1.02
P -0.69 -0.89 -0.15 -0.09
H 0.84 -0.35 1.95 0.31
H -0.60 0.81 1.86 0.28
H 0.35 1.35 -0.49 0.43
H 2.66 -0.09 0.61 0.32
H 2.51 0.01 -1.18 0.32
H 1.94 -1.40 -0.38 0.34
H -2.67 0.54 0.06 0.31
H -2.98 -0.66 -1.04 0.32
H -1.87 0.58 -1.52 0.34



2.
89
Properties=species:S:1:pos:R:3:mulliken_charge:R:1 method="wB97M-V/def2-TZVPD" e_above_lowest_kj_mol=0.0 total_charge=-1 gap_ev=6.197
C -1.18 -4.14 5.80 -1.16
C -0.62 -2.72 5.77 -1.05
N 0.01 -2.31 4.51 0.61
C -0.93 -1.70 3.54 -0.78
C -0.65 -0.16 3.45 -0.57
Al 0.99 0.27 4.60 0.23
P 1.28 2.61 4.95 -0.16
P 2.60 2.61 6.64 0.70
O 3.40 3.82 6.80 -0.63
O 3.53 1.27 6.59 -0.48
O 1.60 2.34 7.89 -0.51
C 0.83 -3.33 3.97 0.49
C 2.19 -3.43 4.64 -1.36
O 0.53 -4.11 3.10 -0.56
H -1.57 -4.30 6.81 0.46
H -0.44 -4.92 5.63 0.28
H -2.04 -4.23 5.14 0.26
H 0.06 -2.51 6.60 0.44
H -1.46 -2.04 5.92 0.52
H -0.82 -2.11 2.54 0.27
H -1.97 -1.83 3.84 0.42
H -0.35 0.08 2.42 0.14
H -1.52 0.43 3.75 0.49
H 0.87 -0.31 6.13 -0.29
H 2.30 -0.36 3.88 -0.28
H 1.98 3.15 3.84 0.01
H 3.14 0.56 7.10 0.32
H 1.24 1.44 7.79 0.35
H 2.70 -4.30 4.25 0.42
H 2.04 -3.51 5.72 0.34
H 2.74 -2.50 4.46 0.19
O 0.54 -0.81 -1.04 -0.81
P 1.41 -1.80 -1.79 0.88
N 0.01 -2.59 -2.49 0.17
C -0.17 -3.99 -2.76 -0.97
C -0.76 -1.77 -3.42 -0.98
N 2.03 -2.65 -0.40 0.15
C 1.49 -3.93 0.02 -1.07
C 2.11 -1.83 0.82 -1.18
N 2.49 -2.61 -2.86 0.07
C 2.52 -2.08 -4.22 -1.11
C 3.15 -3.88 -2.71 -0.89
H 0.30 -4.33 -3.70 0.24
H -1.24 -4.21 -2.83 0.39
H 0.19 -4.62 -1.95 0.25
H -0.23 -1.60 -4.37 0.27
H -0.98 -0.80 -2.98 0.21
H -1.72 -2.24 -3.65 0.39
H 0.40 -3.88 0.19 0.30
H 1.94 -4.24 0.96 0.39
H 1.70 -4.75 -0.67 0.22
H 1.13 -1.75 1.30 0.23
H 2.47 -0.83 0.62 0.46
H 2.79 -2.28 1.54 0.38
H 1.82 -2.61 -4.88 0.33
H 3.52 -2.15 -4.65 0.38
H 2.26 -1.02 -4.23 0.31
H 2.45 -4.72 -2.72 0.28
H 3.77 -3.92 -1.81 0.29
H 3.82 -4.05 -3.56 0.36
O -0.21 5.24 -2.50 -0.81
P -1.53 4.60 -2.79 0.72
N -0.98 3.05 -3.28 0.17
C -1.57 2.18 -4.28 -0.74
C -0.28 2.28 -2.25 -0.88
N -1.99 5.64 -4.13 0.17
C -1.99 5.16 -5.50 -1.21
C -1.29 6.93 -4.14 -1.05
N -3.16 4.18 -2.53 0.11
C -3.42 3.41 -1.31 -1.13
C -4.28 4.22 -3.44 -0.88
H -2.42 1.59 -3.90 0.24
H -0.81 1.47 -4.63 0.34
H -1.89 2.72 -5.17 0.16
H -0.95 1.92 -1.47 0.38
H 0.50 2.88 -1.78 0.29
H 0.23 1.40 -2.67 0.02
H -1.03 4.74 -5.81 0.34
H -2.22 5.99 -6.18 0.43
H -2.78 4.43 -5.69 0.29
H -0.27 6.85 -4.53 0.33
H -1.23 7.36 -3.14 0.37
H -1.83 7.64 -4.77 0.32
H -3.40 2.33 -1.49 0.33
H -4.38 3.67 -0.87 0.39
H -2.67 3.64 -0.55 0.36
H -4.18 3.49 -4.25 0.27
H -4.44 5.21 -3.85 0.28
H -5.20 3.95 -2.91 0.38



3.
17
Properties=species:S:1:pos:R:3:mulliken_charge:R:1 method="wB97M-V/def2-TZVPD" smiles="CC=O.CNC" e_above_lowest_kj_mol=170.0 total_charge=0 gap_ev=9.473
C 0.93 0.56 1.34 -0.84
N 2.23 0.22 0.83 -0.34
C 2.26 -0.24 -0.55 -0.61
H 0.16 -0.24 1.36 0.24
H 0.58 1.42 0.78 0.30
H 1.02 0.98 2.33 0.38
H 2.74 -0.40 1.44 0.23
H 2.63 0.55 -1.23 0.25
H 2.84 -1.14 -0.74 0.32
H 1.25 -0.41 -0.91 0.06
O -1.76 1.41 -0.16 -0.47
C -2.24 0.32 0.01 0.10
C -2.51 -0.59 -1.16 -0.87
H -2.43 -0.03 1.04 0.41
H -3.40 -1.20 -1.07 0.34
H -2.63 0.04 -2.04 0.29
H -1.65 -1.26 -1.24 0.20



4.
28
Properties=species:S:1:pos:R:3:mulliken_charge:R:1 method="wB97M-V/def2-TZVPD" smiles="O=S1(=O)CCCC1.O=C(OBr)OCCO" total_charge=0 gap_ev=8.934
O 1.45 -1.89 -1.02 -0.43
C 1.51 -1.49 -2.32 0.56
O 2.48 -0.44 -2.66 -0.35
Br 1.91 1.22 -2.12 0.16
O 0.64 -2.18 -3.33 -0.26
C -0.50 -1.27 -3.55 -0.29
C -1.52 -1.16 -2.24 0.07
O -2.60 -0.22 -2.68 -0.53
H -1.08 -1.61 -4.53 0.27
H -0.15 -0.15 -3.76 0.21
H -0.97 -0.60 -1.37 -0.06
H -2.00 -2.18 -1.93 0.26
H -2.10 0.67 -2.76 0.34
C -0.83 0.15 2.80 -0.52
C 0.64 -0.14 3.12 -0.66
C 1.47 0.40 1.95 -0.36
S 0.54 1.75 1.25 1.00
O 0.13 1.38 -0.09 -0.46
O 1.21 3.00 1.54 -0.74
C -0.87 1.59 2.33 -0.73
H -1.47 -0.01 3.67 0.34
H -1.17 -0.52 2.00 0.26
H 0.92 0.38 4.04 0.31
H 0.82 -1.21 3.27 0.33
H 2.44 0.77 2.29 0.37
H 1.61 -0.36 1.17 0.18
H -1.79 1.83 1.78 0.40
H -0.73 2.28 3.16 0.34



5.
11
Properties=species:S:1:pos:R:3:mulliken_charge:R:1 method="wB97M-V/def2-TZVPD" e_above_lowest_kj_mol=100.9 total_charge=-1 gap_ev="7.730 / 7.730"
C 2.75 -1.27 0.27 0.67
C 2.90 0.34 0.19 0.43
N 2.19 1.25 0.71 -0.11
N 1.02 1.03 1.31 -0.70
N 0.39 -0.09 -0.59 -0.73
N 0.12 0.36 0.61 0.53
O 1.89 -1.53 1.08 -0.62
O 3.44 -1.94 -0.45 -0.68
Cl 4.43 0.89 -0.43 -0.20
H -0.30 -0.78 -0.86 0.19
H -0.84 0.14 0.93 0.24



6.
7
Properties=species:S:1:pos:R:3:mulliken_charge:R:1 method="wB97M-V/def2-TZVPD" smiles="C#[PH]C(=O)[O-]" e_above_lowest_kj_mol=247.5 total_charge=-1 gap_ev=8.046
C 1.84 0.83 0.35 -0.51
C -1.21 -1.02 0.53 0.43
O -0.75 -1.37 1.55 -0.46
O -2.15 -0.94 -0.15 -0.47
P 0.48 0.16 -0.36 -0.10
H 2.09 1.72 -0.29 0.12
H -0.30 0.62 -1.62 -0.01



Max |F| for every record listed, in sequence, given in eV/A: 2.791, 7.803, 0.969, 9.275, 3.779, 3.737.
E_tot for every record listed, in sequence, given in hartree: -499.1019, -3160.2294, -288.9523, -3697.9769, -907.0423, -569.1841.